This record from the Open Molecules 2025 dataset describes an isolated molecule of C2H2Cl2O at a distorted geometry. The level of theory is ωB97M-V with the def2-TZVPD basis set.

## Properties
- Highest occupied orbital energy: -10.74 eV
- Energy above the lowest of the compared OMol25 structures with the same formula, charge and spin: 2.255 eV
- SMILES string: Cl[C@@H]1O[C@H]1Cl
- HOMO-LUMO gap: 0.403 Eh

```
! wB97M-V def2-TZVPD RIJCOSX def2/J DEFGRID3
* xyz 0 1
Cl -2.29042 -0.32239 -0.02282
C -0.64921 -0.28216 0.43069
O 0.01304 1.33409 0.16412
C 0.46384 0.19180 -0.43416
Cl 2.10287 -0.48864 0.05386
H -0.26370 -0.41884 1.36556
H 0.62359 -0.01385 -1.55726
*
```

Partial atomic charges computed with the natural (NBO) method, in multiples of e: 0.10, 0.00, -0.49, 0.07, -0.13, 0.23, 0.22